Density functional theory data (ωB97M-V/def2-TZVPD) for a 8-piece molecular cluster, C29H52O24 overall.

ΔE to the lowest compared entry with this formula, charge and spin, kJ/mol: 198.6
LUMO, eV: 0.4
Kohn-Sham gap, eV: 10.785

Last column: Mulliken charge in e.
Cartesian coordinates (Å):
C1 -6.83910 -5.13454 6.16249  -1.137
C2 -6.30634 -5.41486 7.58033  -0.252
O1 -7.02562 -4.54121 8.46315  -0.225
C3 -6.71145 -4.51251 9.76304  0.697
O2 -5.74398 -5.01933 10.34401  -0.563
O3 -7.51088 -3.55568 10.33772  -0.306
C4 -7.30251 -3.35181 11.69898  -0.636
H1 -7.80823 -5.62197 6.05615  0.311
H2 -6.14905 -5.70648 5.54216  0.372
H3 -6.79616 -4.07768 5.89923  0.303
H4 -5.26232 -5.10346 7.54589  0.285
H5 -6.40830 -6.44543 7.92036  0.339
H6 -8.09648 -2.69515 12.05467  0.224
H7 -6.31179 -2.92330 11.85045  0.289
H8 -7.31526 -4.25316 12.31176  0.297
C5 5.81690 -0.39596 -7.71078  -1.078
C6 5.58671 -0.41785 -6.20694  -0.230
O4 6.65688 0.16449 -5.48038  -0.294
C7 7.74878 -0.56864 -5.08291  0.670
O5 7.85450 -1.79220 -5.07147  -0.555
O6 8.65413 0.34284 -4.62927  -0.286
C8 9.81476 -0.08312 -3.88278  -0.667
H9 6.09035 0.64778 -7.86547  0.289
H10 4.92644 -0.67587 -8.27365  0.370
H11 6.61928 -1.00738 -8.12365  0.287
H12 5.29139 -1.42516 -5.91330  0.322
H13 4.67631 0.11693 -5.93622  0.311
H14 10.29228 0.75920 -3.38222  0.264
H15 10.53600 -0.47311 -4.60099  0.291
H16 9.71129 -0.81058 -3.07767  0.305
C9 4.54669 6.59416 -7.83262  -1.094
C10 3.03966 6.98487 -7.49945  -0.197
O7 2.87984 7.24866 -6.08840  -0.269
C11 1.77258 7.40357 -5.42864  0.761
O8 1.73817 7.74035 -4.20626  -0.625
O9 0.73139 6.96257 -6.12647  -0.327
C12 -0.49382 6.77709 -5.44918  -0.670
H17 4.56472 6.50559 -8.91887  0.340
H18 4.85332 5.62295 -7.44426  0.288
H19 5.32874 7.19046 -7.36258  0.330
H20 2.46390 6.08059 -7.69666  0.262
H21 2.49958 7.82511 -7.93581  0.342
H22 -1.22359 6.17060 -5.98556  0.269
H23 -0.97843 7.75169 -5.39089  0.286
H24 -0.46628 6.27610 -4.48152  0.304
C13 5.00617 3.54467 -0.15834  -1.165
C14 6.28043 4.32473 -0.31034  -0.203
O10 7.31813 3.98911 0.56832  -0.240
C15 8.52339 4.55768 0.63826  0.709
O11 8.95194 5.41154 -0.13932  -0.570
O12 9.22180 4.06781 1.70790  -0.302
C16 10.51236 4.40643 1.95565  -0.640
H25 5.26943 2.54223 -0.49584  0.290
H26 4.22879 3.85805 -0.85517  0.373
H27 4.51671 3.62633 0.81215  0.315
H28 6.17858 5.38854 -0.09579  0.304
H29 6.50685 4.33743 -1.37649  0.306
H30 11.21298 4.30819 1.12644  0.292
H31 10.84144 3.91291 2.87011  0.229
H32 10.51811 5.48087 2.13905  0.302
C17 -0.54507 2.67026 7.08491  -1.036
C18 -1.53026 2.42629 8.27839  -0.155
O13 -1.00531 2.82834 9.50586  -0.321
C19 -1.29953 3.99677 10.10019  0.744
O14 -0.88644 4.23375 11.25510  -0.588
O15 -2.07561 4.79124 9.32229  -0.315
C20 -2.30466 6.19339 9.55205  -0.730
H33 -0.92041 2.17833 6.18757  0.349
H34 0.44064 2.23307 7.24407  0.282
H35 -0.43626 3.74173 6.91693  0.270
H36 -1.88775 1.40032 8.36608  0.360
H37 -2.38677 3.05604 8.03775  0.239
H38 -2.48294 6.58026 10.55536  0.305
H39 -3.15497 6.48077 8.93360  0.281
H40 -1.55996 6.79876 9.03527  0.316
O16 -1.82757 -1.19820 -4.56348  -0.578
C21 -2.28056 -0.88839 -3.42762  0.683
O17 -2.48473 0.37325 -2.91022  -0.322
C22 -3.23643 0.26331 -1.78947  -0.298
C23 -3.65060 -1.13858 -1.68697  -0.227
O18 -2.80556 -1.74590 -2.61384  -0.289
H41 -2.61494 0.53495 -0.93620  0.256
H42 -4.09464 0.92974 -1.87566  0.257
H43 -4.70673 -1.29325 -1.90778  0.271
H44 -3.39280 -1.42878 -0.66843  0.248
O19 -10.27230 -3.74333 -1.75800  -0.615
C24 -10.33462 -4.99884 -1.71739  0.724
O20 -10.02698 -5.81274 -2.69671  -0.321
C25 -10.13362 -7.17596 -2.26742  -0.200
C26 -10.58274 -6.97333 -0.84008  -0.262
O21 -10.75404 -5.61670 -0.63921  -0.307
H45 -10.85875 -7.56032 -2.98474  0.232
H46 -9.18967 -7.70060 -2.41512  0.240
H47 -9.94400 -7.40533 -0.06970  0.274
H48 -11.57770 -7.38808 -0.67842  0.234
O22 -2.51445 -8.07105 -4.73177  -0.577
C27 -1.28969 -8.07955 -4.80992  0.713
O23 -0.57654 -7.22751 -5.54516  -0.303
C28 0.76687 -7.62002 -5.46413  -0.342
C29 0.80446 -9.01025 -4.91134  -0.274
O24 -0.50521 -8.98196 -4.31919  -0.329
H49 1.21212 -7.75328 -6.45008  0.286
H50 1.34132 -7.00942 -4.76751  0.297
H51 1.58362 -8.97303 -4.15001  0.259
H52 0.94918 -9.83218 -5.61247  0.270


Density functional theory data (ωB97M-V/def2-TZVPD) for a 4-piece molecular cluster, C2H12N2O3 overall.

Multiplicity: 2
ΔE to the lowest compared entry with this formula, charge and spin, kJ/mol: 39.2
LUMO (spin up / spin down), eV: 3.6 / 3.6
Kohn-Sham gap (spin up / spin down), eV: 2.630 / 9.397
Net charge: -1

Last column: Mulliken spin population.
Cartesian coordinates (Å):
C1 0.26488 2.02770 -0.72466  1.128
N1 0.68111 1.44369 0.53139  -0.673
C2 1.31447 0.26173 0.70721  0.528
N2 1.59668 -0.24398 1.85296  0.015
H1 0.82587 1.52973 -1.51523  0.000
H2 0.52404 3.08585 -0.77411  -0.263
H3 -0.79862 1.94396 -0.93020  -0.093
H4 0.69124 2.05044 1.33946  -0.089
H5 1.53177 -0.33526 -0.18096  0.078
H6 2.18544 -1.04965 1.67592  -0.063
H7 -2.33014 -0.98942 -1.85752  0.053
H8 -1.89086 -0.69687 -0.42406  -0.004
O1 -1.54421 -0.77651 -1.32840  0.181
H9 0.56642 -3.11775 -2.23239  -0.030
H10 0.04941 -1.99279 -1.33212  0.037
O2 0.67811 -2.71591 -1.38403  0.171
H11 -1.05296 0.40982 1.21139  -0.011
H12 -2.34197 1.05455 1.76328  0.013
O3 -2.00823 0.48499 1.02516  0.021


Density functional theory data (ωB97M-V/def2-TZVPD) for C19H27Cl2F3O4Si2 as an isolated structure.

LUMO, eV: 0.3
Kohn-Sham gap, eV: 9.583

Last column: Mulliken charge in e.
Cartesian coordinates (Å):
C1 -1.39347 -0.48943 -2.37650  -0.818
C2 -0.40151 -0.36328 -3.62460  0.037
O1 0.02054 -1.63346 -4.16517  -0.412
C3 1.05171 -2.22698 -3.36655  0.006
C4 2.52627 -1.66487 -3.73229  -0.254
O2 3.38143 -2.01859 -2.62923  -0.248
Si1 4.28724 -0.73483 -1.98021  0.328
O3 3.66868 0.83495 -2.24062  -0.153
C5 4.08944 1.79002 -1.24002  -0.028
C6 3.55722 3.22104 -1.75579  -1.066
O4 4.42055 -1.04781 -0.25652  -0.229
Si2 2.88568 -1.47174 0.41527  0.507
Cl1 1.32685 -0.16274 -0.23294  -0.136
Cl2 2.39150 -3.52082 0.08084  -0.252
C7 2.90381 -1.28224 2.35750  0.714
F1 4.25278 -1.15587 2.75364  -0.237
F2 2.23690 -0.11131 2.75611  -0.187
F3 2.28785 -2.35003 3.00749  -0.238
H1 -1.29924 0.48770 -1.79715  0.209
H2 -2.46271 -0.70103 -2.68850  0.344
H3 -1.04816 -1.35197 -1.71668  0.184
H4 0.47097 0.33727 -3.38991  -0.001
H5 -0.99527 0.14901 -4.44933  0.317
H6 1.09226 -3.34358 -3.59740  0.273
H7 0.85437 -2.16397 -2.24223  -0.137
H8 2.38864 -0.56077 -3.92370  0.239
H9 2.82128 -2.14836 -4.72381  0.210
H10 5.67394 -0.77538 -2.47557  -0.228
H11 3.56518 1.60166 -0.24470  0.085
H12 5.22042 1.85541 -1.12202  0.329
H13 2.41904 3.17387 -1.75812  0.222
H14 3.87607 3.29756 -2.84839  0.279
H15 3.94994 4.06878 -1.12482  0.359
C8 1.00295 1.62017 6.62673  -0.399
C9 0.23581 2.76900 6.78763  -0.381
C10 -0.50708 3.26472 5.72185  -0.333
C11 -0.49034 2.60557 4.49692  -0.505
C12 0.27400 1.45462 4.33693  -0.221
C13 1.02407 0.96405 5.40038  -0.311
H16 1.58474 1.23575 7.45713  0.354
H17 0.21757 3.27893 7.74464  0.352
H18 -1.09994 4.16410 5.84561  0.352
H19 -1.07348 2.98938 3.66709  0.351
H20 0.28523 0.94078 3.38322  0.432
H21 1.62383 0.07029 5.27407  0.297
C14 -7.39605 -1.26931 -1.51568  -0.378
C15 -6.90772 -0.12420 -0.89581  -0.354
C16 -5.60492 -0.09732 -0.41015  -0.429
C17 -4.78678 -1.21318 -0.55313  -0.335
C18 -5.27392 -2.35701 -1.17630  -0.389
C19 -6.57970 -2.38700 -1.65387  -0.346
H22 -8.41300 -1.29109 -1.89127  0.353
H23 -7.54352 0.74802 -0.79041  0.352
H24 -5.22652 0.79330 0.07897  0.356
H25 -3.76922 -1.19072 -0.17874  0.455
H26 -4.63525 -3.22636 -1.28914  0.353
H27 -6.96095 -3.28070 -2.13479  0.354


Density functional theory data (ωB97M-V/def2-TZVPD) for one molecule with the formula C5H13NS.

ΔE to the lowest compared entry with this formula, charge and spin, kJ/mol: 81.3
LUMO, eV: 1.0
Kohn-Sham gap, eV: 9.994

Last column: Mulliken charge in e.
Cartesian coordinates (Å):
C1 -0.55537 -2.23705 -1.09519  -0.942
N1 -0.14393 -1.48822 0.10832  -0.563
C2 -0.44923 -0.04733 -0.08597  0.663
C3 -1.95497 0.26025 0.02455  -1.435
C4 0.38891 0.77002 0.94631  -0.738
C5 1.78394 1.07035 0.39001  -0.788
S1 2.78608 2.39294 1.14597  -0.202
H1 -1.44062 -1.82708 -1.58652  0.348
H2 0.26263 -2.32519 -1.80137  0.323
H3 -0.96001 -3.21063 -0.78624  0.306
H4 0.86073 -1.57201 0.23126  0.232
H5 -0.10981 0.22520 -1.09283  0.275
H6 -2.26539 0.50721 -0.99485  0.298
H7 -2.47993 -0.60942 0.41218  0.368
H8 -2.14854 1.17752 0.57817  0.421
H9 -0.13301 1.72443 1.03415  0.415
H10 0.42323 0.27383 1.91476  0.259
H11 2.46373 0.25644 0.64180  0.264
H12 1.66220 1.31216 -0.65975  0.403
H13 2.00937 3.34659 0.67525  0.092


Density functional theory data (ωB97M-V/def2-TZVPD) for one molecule with the formula C5H10O2.

ΔE to the lowest compared entry with this formula, charge and spin, kJ/mol: 486.3
LUMO, eV: 0.7
Kohn-Sham gap, eV: 8.219

Last column: Mulliken charge in e.
Cartesian coordinates (Å):
C1 -1.60318 0.15390 0.63264  -0.614
O1 -0.19470 -0.17814 -1.90883  -0.810
C2 0.70090 0.43614 -1.18907  0.141
C3 0.13197 1.63049 -0.34144  -0.545
O2 -0.24759 0.68039 0.77326  -0.185
C4 0.90808 -0.24476 0.23577  0.075
C5 0.65082 -1.71025 0.34719  -1.324
H1 -1.85135 -0.33635 1.57362  0.249
H2 -2.24715 1.01874 0.47483  0.313
H3 -1.62691 -0.48916 -0.24751  0.347
H4 1.68348 0.70111 -1.65559  0.372
H5 -0.75922 2.13656 -0.71514  0.331
H6 0.84275 2.31803 0.12657  0.255
H7 1.74558 0.11542 0.83901  0.366
H8 1.61310 -2.21085 0.18755  0.414
H9 0.27865 -2.01827 1.32987  0.331
H10 -0.02523 -2.00300 -0.46273  0.284


| no. | largest force on an atom (eV/Å) |
| --- | --- |
| 1 | 6.63 |
| 2 | 1.27 |
| 3 | 3.61 |
| 4 | 1.59 |
| 5 | 0.66 |